(1)
Density functional theory data (the ωB97M-V functional and the def2-TZVPD basis) for a molecular structure, C34H43N3O5.

Properties
- Strongest force on any atom: 2.642 eV/Å
- Relative energy (zero: lowest compared OMol25 entry of this formula, charge and spin): 45.03 kcal/mol
- 2S+1: 1
- Molar mass: 573.734 g mol⁻¹
- HOMO: -7.38 eV
- HOMO-LUMO gap: 0.241 Eh

CARTESIAN COORDINATES (ANGSTROEM)
H1 1.764 -4.190 -2.366
C1 5.065 2.612 -0.032
H2 -3.593 -0.397 1.195
H3 6.068 -1.060 -2.169
H4 -1.017 3.334 1.130
H5 -0.215 -5.610 -1.624
C2 0.512 1.319 0.875
H6 -2.747 2.997 1.339
H7 -4.376 -4.426 4.906
C3 4.052 1.661 0.028
C4 -4.077 -2.006 2.522
H8 0.641 2.127 3.254
H9 -0.362 1.781 4.677
C5 1.690 -1.758 -3.555
C6 -6.006 -3.686 3.678
C7 -5.400 -1.984 2.063
H10 -1.871 0.717 -2.053
H11 -1.925 4.176 2.416
H12 5.972 -2.715 -4.081
H13 -2.369 -1.674 1.260
C8 5.794 4.954 0.052
H14 1.338 3.718 -0.156
N1 -2.710 1.857 3.709
C9 3.316 -0.247 -2.518
H15 -2.671 -2.933 3.865
H16 -0.098 -5.493 -3.390
H17 -6.757 -4.328 4.144
H18 -0.606 -0.511 0.779
H19 5.678 -1.367 -5.200
H20 1.546 -1.253 -4.528
H21 0.622 -3.299 -1.342
H22 -1.304 -4.514 -2.519
H23 -3.145 0.994 -4.273
C10 0.871 0.275 -2.414
C11 -6.369 -2.800 2.653
C12 6.146 -1.649 -4.251
H24 -1.559 -0.946 3.411
H25 -1.670 0.479 -5.114
C13 -2.220 -0.256 2.851
C14 2.383 3.406 -0.039
O1 -3.875 0.104 4.654
C15 -3.710 -2.907 3.529
C16 -1.814 3.227 1.872
H26 2.628 -2.322 -3.624
O2 -0.211 -0.017 -3.117
C17 0.544 -2.750 -3.418
H27 4.302 0.611 0.151
O3 3.747 0.855 -2.208
H28 -5.668 -1.291 1.259
C18 1.626 1.013 0.015
C19 0.736 -3.796 -2.318
C20 4.744 3.970 0.012
C21 -3.269 2.855 4.588
C22 -3.040 0.540 3.866
H29 0.477 -3.268 -4.388
C23 1.912 -0.693 -2.543
H30 -7.405 -2.749 2.309
C24 5.575 -0.831 -3.123
H31 -1.084 1.919 -3.139
O4 4.166 -1.191 -2.980
H32 1.879 -0.028 -0.156
C25 -0.287 -4.923 -2.471
C26 -0.299 2.376 3.756
H33 -4.125 2.410 5.093
N2 6.650 5.754 0.077
C27 2.702 2.040 0.008
H34 6.107 2.289 -0.118
H35 -2.545 3.184 5.344
C28 -4.675 -3.738 4.112
H36 5.658 0.243 -3.322
C29 -2.235 0.399 -4.179
H37 -0.276 3.438 4.035
C30 -1.538 2.085 2.868
H38 -0.407 -2.223 -3.273
C31 -3.063 -1.081 1.877
C32 -0.514 0.486 1.226
C33 -1.391 0.873 -3.029
H39 7.221 -1.470 -4.329
C34 3.398 4.368 0.039
H40 -3.603 3.721 4.013
H41 -2.516 -0.650 -4.039
H42 3.133 5.427 0.120
N3 -1.437 0.783 2.189
H43 0.518 2.327 1.289
O5 0.869 1.328 -1.712


(2)
Density functional theory data (the ωB97M-V functional and the def2-TZVPD basis) for 8 unconnected molecules or ions with the total composition C34H43N5O9.

Properties
- Strongest force on any atom: 4.114 eV/Å
- Relative energy (zero: lowest compared OMol25 entry of this formula, charge and spin): 2.51 kcal/mol
- 2S+1: 1
- Molar mass: 665.744 g mol⁻¹
- HOMO: -9.33 eV
- SMILES: COC(=O)OC.COC(=O)OC.COC(=O)OC.c1ccncc1.c1ccncc1.c1ccncc1.c1ccncc1.c1ccncc1
- HOMO-LUMO gap: 0.366 Eh

CARTESIAN COORDINATES (ANGSTROEM)
C1 -19.162 -11.829 7.612
H1 -10.749 -4.400 10.694
H2 -17.897 -6.300 3.839
C2 -15.217 -14.178 8.448
N1 -17.462 -7.503 15.135
H3 -19.331 -11.590 8.667
H4 -14.881 -8.289 8.335
H5 -19.815 -12.682 7.337
H6 -20.092 -6.520 7.179
H7 -13.927 -10.012 8.097
H8 -16.544 -7.335 8.460
O1 -14.311 -12.530 5.663
C3 -18.695 -4.960 11.150
C4 -14.862 -6.627 14.343
C5 -12.746 -7.060 10.364
H9 -14.992 -6.792 9.189
C6 -18.147 -6.913 4.721
C7 -15.165 -11.668 5.660
C8 -13.978 -10.865 7.444
H10 -19.456 -7.518 13.572
H11 -14.508 -8.795 14.103
H12 -14.978 -12.426 3.280
C9 -17.420 -2.908 9.931
H13 -17.906 -5.499 15.143
H14 -14.238 -11.728 8.046
H15 -17.179 -11.511 12.463
C10 -15.860 -5.756 14.707
N2 -12.205 -7.710 9.328
H16 -18.139 -11.180 11.020
H17 -15.700 -4.706 14.621
C11 -19.252 -8.530 11.701
H18 -14.306 -14.305 7.865
N3 -19.664 -9.486 10.904
C12 -17.138 -6.172 15.032
C13 -17.109 -11.266 11.374
O2 -15.116 -10.709 6.550
C14 -19.677 -8.408 12.999
H19 -16.525 -12.026 10.940
C15 -12.219 -5.899 10.951
O3 -16.084 -11.476 4.720
C16 -19.428 -7.080 6.536
H20 -18.459 -7.819 11.416
C17 -17.607 -8.169 4.899
H21 -9.911 -5.377 8.551
H22 -13.851 -6.302 14.113
C18 -16.446 -9.480 10.094
H23 -19.455 -8.920 7.663
C19 -18.086 -8.947 5.950
C20 -20.474 -10.464 11.470
C21 -11.183 -7.050 8.718
C22 -15.227 -7.991 14.363
C23 -20.957 -10.382 12.758
H24 -15.796 -15.154 8.468
H25 -20.927 -9.128 14.601
H26 -19.263 -5.680 11.728
H27 -13.060 -10.914 6.852
N4 -17.636 -2.762 11.214
H28 -20.650 -11.343 10.836
C24 -15.532 -7.638 8.888
C25 -10.683 -5.858 9.143
H29 -21.707 -11.087 13.046
C26 -11.215 -5.273 10.289
H30 -10.683 -7.526 7.875
H31 -17.481 -3.936 8.182
O4 -15.946 -13.070 7.913
H32 -19.450 -11.030 6.924
H33 -16.602 -12.084 2.929
C27 -18.372 -5.134 9.794
H34 -16.894 -8.498 4.109
C28 -20.577 -9.241 13.554
H35 -18.599 -3.697 12.905
O5 -17.784 -13.496 9.221
C29 -18.319 -3.802 11.850
C30 -19.049 -8.394 6.770
O6 -16.484 -10.015 11.285
H36 -17.014 -1.998 9.432
O7 -17.022 -9.902 9.105
H37 -16.181 -13.413 4.068
H38 -12.715 -5.525 11.905
H39 -14.921 -13.861 9.465
H40 -18.740 -6.024 9.183
H41 -13.548 -7.626 10.807
C31 -17.225 -12.948 8.256
O8 -15.761 -8.361 10.165
C32 -17.792 -4.023 9.183
O9 -17.744 -12.118 7.377
C33 -15.947 -12.433 3.665
H42 -16.757 -9.442 14.773
H43 -17.696 -9.949 6.163
C34 -16.505 -8.360 14.718
N5 -19.043 -6.361 5.494


(3)
Density functional theory data (the ωB97M-V functional and the def2-TZVPD basis) for 3 unconnected molecules or ions with the total composition C34H44BF2IN2O8S.

Properties
- Strongest force on any atom: 0.937 eV/Å
- 2S+1: 1
- Molar mass: 816.511 g mol⁻¹
- HOMO: -8.60 eV
- SMILES: CB(O)c1c(F)cc2c(c1S(=O)(=O)F)C(=O)c1cc(COc3cc(C)ccc3C(C)C)c(I)cc1C2=O.COC[C@@H](C)N.COC[C@@H](C)N
- HOMO-LUMO gap: 0.277 Eh

CARTESIAN COORDINATES (ANGSTROEM)
C1 2.398 -2.338 3.546
H1 3.703 2.761 -5.030
H2 -7.301 2.411 2.886
C2 4.682 -1.141 2.562
B1 -3.900 -1.451 3.925
C3 1.179 -5.633 -1.175
H3 -4.746 -0.095 2.406
O1 5.023 -2.727 -0.154
H4 -5.179 1.431 -0.276
H5 5.455 -1.361 -2.054
O2 -6.332 2.306 1.108
C4 3.126 -4.116 -0.676
S1 -1.831 -3.835 3.339
H6 -8.306 2.850 1.501
H7 4.817 0.047 -2.881
C5 3.396 5.364 -4.900
N1 3.566 3.022 -4.056
H8 2.951 -4.046 2.383
H9 3.406 1.705 -1.407
H10 1.918 0.813 -0.988
C6 1.800 -0.352 4.869
O3 -0.768 -4.536 2.720
C7 -8.445 2.010 -1.289
C8 1.827 -4.273 -1.146
H11 4.125 0.560 3.780
C9 -1.921 -0.079 4.650
O4 1.151 -4.059 4.595
C10 2.739 4.945 -7.161
C11 5.190 -3.215 1.170
C12 1.335 3.929 -4.388
C13 3.761 -0.378 -1.048
H12 4.321 5.696 -4.421
C14 5.047 -0.367 -1.898
H13 1.033 -6.009 -0.162
H14 2.032 5.763 -6.992
H15 3.671 -4.988 -0.334
H16 0.880 3.338 -3.594
H17 2.671 0.668 -2.594
H18 0.742 4.836 -4.518
H19 -5.392 -1.767 2.338
H20 -6.622 0.506 0.129
H21 -6.754 4.034 -0.636
H22 0.136 -3.220 -1.955
H23 -8.761 1.005 -1.003
H24 4.917 -4.267 1.245
H25 6.245 -3.101 1.413
C15 2.781 4.258 -4.031
H26 4.504 3.213 -3.716
C16 2.726 -1.042 3.929
C17 -1.326 -2.267 3.966
C18 3.064 -1.727 -1.088
H27 1.270 3.342 -5.305
N2 -6.563 3.536 -1.501
C19 -0.612 0.271 4.875
C20 1.146 -3.142 -1.575
C21 3.878 -0.438 3.447
H28 0.204 -5.567 -1.653
H29 1.188 -1.046 -1.886
O5 -3.064 -3.660 2.650
H30 -3.756 -1.377 1.746
C22 -7.528 2.165 1.849
C23 2.865 0.767 -1.527
H31 4.000 -0.165 -0.002
C24 4.353 -2.435 2.153
H32 1.791 -6.339 -1.735
H33 -5.420 -1.182 5.129
C25 -6.248 1.521 -0.066
C26 3.731 -2.869 -0.638
H34 -8.843 2.221 -2.281
H35 3.202 5.080 -8.138
C27 3.211 -3.036 2.672
O6 3.774 4.953 -6.198
H36 2.730 6.235 -4.956
H37 -7.906 1.139 1.805
H38 -5.557 3.613 -1.619
H39 -0.324 1.259 5.203
F1 -2.879 0.848 4.845
H40 2.198 3.996 -7.170
C28 1.170 -2.943 4.141
H41 -8.901 2.722 -0.601
C29 0.013 -1.983 4.234
F2 -2.165 -4.550 4.683
C30 1.762 -1.895 -1.542
C31 -2.321 -1.317 4.182
I1 6.412 -0.188 1.877
C32 -6.925 2.131 -1.300
H42 -6.557 1.569 -2.164
O7 2.159 0.434 5.718
C33 -4.504 -1.159 2.505
C34 0.353 -0.700 4.663
H43 2.787 4.631 -3.002
O8 -4.668 -1.770 5.011
H44 5.812 0.245 -1.420


(4)
Density functional theory data (the ωB97M-V functional and the def2-TZVPD basis) for a molecular structure, C34H44BNNiO4.

Properties
- Strongest force on any atom: 0.469 eV/Å
- 2S+1: 3
- Molar mass: 600.234 g mol⁻¹
- HOMO (spin up / spin down): -7.19 / -7.56 eV
- HOMO-LUMO gap (spin up / spin down): 0.243 / 0.216 Eh

CARTESIAN COORDINATES (ANGSTROEM)
H1 -3.323 -5.146 2.110
H2 -1.851 -2.223 3.949
H3 -1.368 -5.965 -1.473
C1 -1.615 -3.864 0.285
C2 -3.314 -4.146 -2.219
H4 2.677 3.278 2.185
H5 2.576 1.038 -4.730
H6 -0.480 -4.986 4.458
C3 3.703 3.262 0.259
C4 -1.634 4.460 2.739
B1 -0.079 1.289 2.761
C5 1.993 1.359 0.243
C6 -1.628 2.338 3.891
C7 2.225 2.071 -4.760
H7 -1.900 -2.186 -3.511
H8 -0.342 -3.030 -3.586
C8 -1.152 3.184 2.905
C9 -2.366 -5.350 2.596
H9 -2.618 -3.650 4.661
H10 -1.421 -5.856 -3.233
H11 -3.818 -3.179 -2.164
H12 -3.332 -2.882 3.237
H13 5.022 4.912 -0.126
H14 1.263 4.388 -3.604
H15 -0.427 -1.576 -1.904
C10 -2.614 2.721 4.769
H16 2.790 3.405 -2.304
C11 -0.132 1.351 -4.465
C12 0.497 3.700 -3.962
H17 -2.977 2.050 5.535
C13 -1.789 -3.960 -2.246
H18 4.529 1.617 1.430
O1 -0.169 2.536 2.185
C14 -0.283 -1.461 0.246
C15 -3.114 4.012 4.613
O2 2.286 1.058 1.513
O3 -0.074 -1.577 2.605
H19 5.628 2.987 1.213
H20 0.345 -3.581 3.767
C16 -0.253 -4.458 3.529
H21 -2.132 -4.812 0.272
H22 -1.759 -3.712 -4.383
N1 0.440 -0.349 0.395
H23 0.255 3.971 -4.992
C17 -2.389 -3.141 3.722
H24 3.040 2.712 -4.420
C18 2.291 2.614 -1.762
C19 4.867 2.373 0.725
H25 -3.049 5.858 3.532
H26 -0.023 -5.226 -2.347
H27 3.508 5.020 -1.023
H28 4.775 3.891 -1.541
H29 -1.816 -6.078 1.995
H30 -1.063 1.452 -3.904
C20 -0.559 -2.107 1.515
C21 2.646 2.404 -0.441
Ni1 1.082 -0.138 2.180
H31 -1.252 5.110 1.964
H32 2.268 4.639 1.135
O4 -0.962 1.131 3.812
C22 -0.689 -2.057 -0.977
H33 -0.333 1.642 -5.498
C23 -1.560 -4.069 2.820
C24 0.971 2.241 -3.892
C25 -2.635 4.863 3.621
C26 -1.346 -3.250 -0.971
C27 -1.246 -3.353 1.504
C28 4.279 4.330 -0.673
H34 -3.632 -4.743 -1.363
H35 3.837 4.597 1.956
H36 -2.575 -5.810 3.563
H37 0.162 0.298 -4.467
H38 2.003 2.330 -5.798
H39 0.340 -5.124 2.897
H40 -0.396 3.842 -3.349
C29 3.079 3.984 1.463
H41 5.330 1.871 -0.127
C30 1.303 1.882 -2.445
H42 -3.892 4.360 5.279
H43 -3.646 -4.657 -3.125
C31 -1.109 -5.335 -2.325
C32 -1.422 -3.168 -3.500
C33 1.015 0.588 -0.433
H44 -0.135 0.318 -2.226
C34 0.666 0.870 -1.762


(5)
Density functional theory data (the ωB97M-V functional and the def2-TZVPD basis) for 4 unconnected molecules or ions with the total composition C34H44F3NO3S.

Properties
- Strongest force on any atom: 3.457 eV/Å
- 2S+1: 1
- Molar mass: 603.791 g mol⁻¹
- HOMO: -8.26 eV
- HOMO-LUMO gap: 0.332 Eh

CARTESIAN COORDINATES (ANGSTROEM)
H1 -5.178 0.002 -1.702
C1 6.367 1.698 -5.793
H2 4.863 -4.321 0.716
H3 0.639 6.758 -0.344
N1 3.118 -3.092 1.342
C2 -0.691 -1.263 -1.178
C3 -1.422 6.188 -0.553
H4 4.465 -1.049 -6.392
C4 0.588 -0.890 -2.034
H5 4.247 -1.146 3.903
C5 4.843 -0.160 -5.902
H6 -3.300 0.186 0.626
H7 -0.105 2.604 -1.127
C6 -2.308 5.145 -0.795
C7 -6.560 -0.866 -0.317
H8 6.160 2.987 -4.087
H9 3.014 -6.195 -0.097
H10 -8.096 -1.549 1.003
H11 -2.002 -0.186 5.066
H12 1.633 -2.634 5.194
C8 -8.684 0.215 -0.090
C9 5.893 0.566 -6.447
H13 -0.406 -0.201 1.632
C10 -6.165 0.068 -1.260
O1 1.848 0.895 0.510
C11 4.730 1.388 -4.057
H14 1.442 -1.524 -1.651
C12 -1.729 -1.131 3.101
H15 4.759 -1.862 1.801
H16 -8.984 1.946 -1.323
H17 6.343 0.250 -7.381
H18 0.892 -2.713 1.549
F1 3.250 -0.441 -4.189
C13 4.272 0.261 -4.715
H19 4.261 1.697 -3.133
C14 2.027 -0.946 3.846
C15 -7.043 1.080 -1.627
H20 1.515 0.008 0.755
H21 7.190 2.262 -6.218
H22 3.379 -2.724 3.952
S1 2.382 0.686 -1.075
H23 -1.267 -2.135 2.893
H24 1.497 4.464 -0.724
C16 -0.052 5.943 -0.528
C17 -1.595 -0.050 -0.714
H25 1.604 -0.346 3.002
H26 -2.845 -1.197 3.244
C18 1.473 -4.651 0.697
C19 5.788 2.107 -4.598
H27 -6.746 1.810 -2.370
C20 3.376 -1.705 3.478
C21 3.765 -4.203 0.816
H28 -1.683 0.944 2.200
H29 -1.019 0.870 -0.443
C22 1.756 -3.352 1.256
H30 0.239 -0.749 6.099
C23 1.035 -1.997 4.481
H31 2.284 -0.214 4.666
H32 -1.798 7.190 -0.385
H33 -1.336 -1.960 -1.787
C24 -1.497 -0.119 1.889
C25 -2.372 -0.458 0.622
C26 -8.300 1.154 -1.040
C27 -1.810 3.871 -0.998
C28 3.638 -1.847 1.918
C29 -7.811 -0.804 0.270
F2 -2.658 2.853 -1.229
H34 -2.335 0.159 -1.538
H35 -2.721 -1.522 0.610
C30 -1.123 -0.443 4.405
F3 -5.713 -1.848 0.035
H36 0.431 -1.140 -3.119
C31 2.830 -5.211 0.379
H37 -0.730 -2.231 5.747
H38 0.644 -2.688 3.693
C32 0.431 4.656 -0.739
O2 3.068 1.938 -1.376
H39 3.264 -0.951 1.369
H40 -0.393 -1.839 -0.262
H41 -3.377 5.316 -0.827
O3 0.996 0.497 -1.966
H42 0.485 -5.133 0.536
H43 -0.573 0.508 4.167
H44 -9.663 0.277 0.370
C33 -0.182 -1.373 5.260
C34 -0.457 3.615 -0.970